C4H6N | ωB97M-V with the def2-TZVPD basis set

Each line ends with the Mulliken charge.
CARTESIAN COORDINATES (ANGSTROEM)
1 C -0.24 -0.74 -0.10  -0.320
2 C 2.32 0.05 0.14  -0.493
3 C 1.10 -0.29 0.12  0.382
4 C -1.65 -0.33 0.65  -0.175
5 N -2.35 0.36 -0.14  -0.194
6 H -0.45 -0.43 -1.15  0.289
7 H -0.22 -1.79 0.13  0.298
8 H 2.43 0.50 1.13  0.270
9 H 3.12 -0.19 -0.52  0.345
10 H -3.36 0.33 0.17  0.351
11 H -1.94 0.70 -1.04  0.248

The charge is +1. The energy above the lowest of the compared OMol25 structures with the same formula, charge and spin is 4.334 eV. For the HOMO energy (spin up / spin down), the calculation gives -0.504 / -0.504 Ha. For the frontier orbital gap (spin up / spin down), the calculation gives 7.303 / 7.302 eV.